Entry 1:
# C39H28ClMnN10O2P

A structure of composition C39H28ClMnN10O2P (ωB97M-V with the def2-TZVPD basis set, the Open Molecules 2025 dataset).

Energy above the lowest of the compared OMol25 structures with the same formula, charge and spin in kcal/mol: 22.4
Orbital gap (alpha / beta) in eV: 7.13 / 7.03
Molecular weight in g/mol: 790.09
E in hartree: -4153.61584
F_max in eV Å⁻¹: 1.11
Expectation value of S²: 1.20

```
! wB97M-V def2-TZVPD RIJCOSX def2/J DEFGRID3
* xyz 0 2
Mn 1.36754 -0.23915 0.19616
C -1.67056 1.95390 -2.95828
C -0.48525 1.53683 -2.37178
N -0.46713 0.63895 -1.38987
C -1.64202 0.12500 -1.02791
C -2.83079 0.58944 -1.59025
N -2.85207 1.50226 -2.55036
C -1.62527 -0.94039 -0.00247
C -2.66556 -1.85011 0.10912
C -2.59446 -2.86713 1.05380
C -1.49971 -2.85883 1.90797
C -0.49803 -1.91927 1.73796
N -0.53538 -0.99990 0.76414
C 0.70309 -1.87679 2.60170
C 0.95598 -2.81097 3.60023
N 2.04975 -2.76100 4.35190
C 2.90617 -1.78606 4.08522
C 2.67891 -0.85985 3.07645
N 1.57050 -0.88854 2.34523
C -3.61823 -3.93636 1.13726
C -4.90563 -3.76117 0.63848
C -5.81485 -4.80125 0.73569
N -5.52951 -5.98322 1.27551
C -4.29294 -6.15086 1.73613
C -3.31003 -5.17240 1.69512
H -1.66182 2.67592 -3.76517
H 0.46336 1.93614 -2.70000
H -3.79011 0.22912 -1.24044
H -3.48514 -1.80531 -0.59215
H -1.40859 -3.60227 2.68178
H 0.28644 -3.64020 3.77953
H 3.81298 -1.73773 4.67465
H 3.42657 -0.11269 2.85420
H -5.22893 -2.82584 0.20145
H -6.82455 -4.67459 0.36156
H -4.06387 -7.12357 2.15544
H -2.31017 -5.41335 2.03494
O 5.01630 1.27267 1.17901
C 3.83014 1.20502 0.92837
O 3.27357 0.34446 0.13350
C 2.86796 2.20228 1.62951
P 1.30393 2.10612 0.71215
C 1.69977 3.22478 -0.68488
C 2.49181 2.74452 -1.72938
C 2.84657 3.57424 -2.78179
C 2.41425 4.89341 -2.80736
C 1.63605 5.38155 -1.76856
C 1.28627 4.55445 -0.70920
C 0.03114 3.01649 1.63382
C -1.24373 3.12759 1.07495
C -2.25958 3.77625 1.75639
C -2.01829 4.31571 3.01394
C -0.75786 4.20764 3.57946
C 0.26348 3.56340 2.89198
H 3.31285 3.19641 1.63591
H 2.73092 1.88530 2.66492
H 2.84101 1.71974 -1.70861
H 3.46413 3.18785 -3.58268
H 2.68961 5.54035 -3.63016
H 1.30160 6.41092 -1.77704
H 0.67695 4.94959 0.09385
H -1.44186 2.71525 0.09167
H -3.24064 3.86090 1.30698
H -2.81194 4.82028 3.54907
H -0.56271 4.62884 4.55703
H 1.24525 3.49630 3.34237
Cl -0.91212 -0.81357 -6.24892
C 0.43251 -0.75639 -5.15675
C 1.65828 -0.26093 -5.56797
C 2.68779 -0.23507 -4.64256
C 2.44298 -0.69100 -3.35347
N 1.25658 -1.14555 -2.96131
C 0.27372 -1.19313 -3.85160
H 1.79515 0.08818 -6.58237
H 3.66883 0.12983 -4.91481
H 3.22467 -0.69080 -2.59956
H -0.68554 -1.57813 -3.52066
N 1.85462 -2.18145 -0.13972
C 1.89572 -3.31410 0.12128
N 1.95101 -4.57334 0.40837
C 0.92188 -5.03184 1.09833
N 0.03632 -5.46380 1.71356
*
```

Löwdin population analysis, charges in e, atoms 1 to 8:
1 Mn 0.527
2 C -0.092
3 C -0.107
4 N 0.095
5 C -0.206
6 C -0.068
7 N 0.105
8 C -0.173

Entry 2:
# C39H28F4OP

A cluster of 2 separate species, C39H28F4OP in total (ωB97M-V with the def2-TZVPD basis set, the Open Molecules 2025 dataset).

Orbital gap in eV: 3.77
Molecular weight in g/mol: 619.62
E in hartree: -2318.70177
F_max in eV Å⁻¹: 1.80

```
! wB97M-V def2-TZVPD RIJCOSX def2/J DEFGRID3
* xyz 1 1
F 3.11889 4.14521 -1.73570
C 1.74129 4.08362 -1.71063
C 1.06785 5.05032 -0.96984
C -0.32265 4.92253 -0.93974
F -1.02961 5.85043 -0.20051
C -1.01115 3.93788 -1.62123
C -0.30475 2.94398 -2.38171
C -1.07117 1.91275 -3.00171
C -0.76371 1.02909 -4.07459
C -1.85426 0.29825 -4.66277
C -1.62020 -0.65624 -5.63459
F -2.68472 -1.35977 -6.15108
C -0.34748 -0.94396 -6.13243
C 0.69826 -0.20745 -5.58149
F 1.97401 -0.48514 -6.01947
C 0.53188 0.78843 -4.62619
C 1.11626 3.06675 -2.42120
H 1.58490 5.84460 -0.43833
H -2.09813 3.90038 -1.56349
H -2.12538 1.89291 -2.69942
H -2.86957 0.48178 -4.31460
H -0.18444 -1.70182 -6.89517
H 1.39690 1.33943 -4.28518
H 1.72182 2.35701 -2.96744
C 3.77407 1.63074 2.43718
C 3.53313 1.28388 1.10416
C 2.29868 0.74133 0.73658
C 1.30824 0.51136 1.70882
P -0.27017 -0.25885 1.23225
C -0.67414 -1.71355 2.25176
C -1.61837 -2.64267 1.78063
C -1.86550 -3.81997 2.48787
C -1.20843 -4.05556 3.69909
C -0.30769 -3.11162 4.19913
C -0.03884 -1.94599 3.47997
C -1.56796 0.96309 1.62254
C -2.88100 0.54726 1.89921
C -3.88682 1.48845 2.12819
C -3.58962 2.85489 2.08951
C -2.28104 3.27404 1.82923
C -1.27409 2.33796 1.60159
C -0.23015 -0.60280 -0.48051
C 0.28477 -1.78786 -1.12883
O 0.25277 -1.86903 -2.37286
C 0.85470 -2.93754 -0.31252
C 1.92988 -2.77984 0.56637
C 2.29414 -3.81891 1.43108
C 1.67419 -5.06516 1.30621
C 0.70044 -5.27376 0.32436
C 0.32470 -4.22055 -0.51040
C 1.53457 0.92464 3.03430
C 2.77148 1.46231 3.39887
H 4.74290 2.04191 2.72407
H 4.30572 1.42691 0.34554
H 2.10256 0.48070 -0.30519
H -2.14149 -2.45849 0.83933
H -2.56290 -4.55807 2.08601
H -1.39774 -4.97688 4.25162
H 0.19759 -3.28434 5.15110
H 0.67963 -1.22495 3.86385
H -3.10915 -0.51751 1.95295
H -4.90428 1.15710 2.33844
H -4.37321 3.59347 2.26142
H -2.04590 4.33869 1.79874
H -0.24929 2.66889 1.42130
H -0.73158 0.10987 -1.13052
H 2.45775 -1.82385 0.59140
H 3.06030 -3.64532 2.19261
H 1.96365 -5.87857 1.96972
H 0.22829 -6.25389 0.20968
H -0.42376 -4.37470 -1.29459
H 0.74434 0.82185 3.78085
H 2.94979 1.74993 4.43639
*
```

Löwdin population analysis, charges in e, atoms 1 to 8:
1 F 0.063
2 C -0.198
3 C 0.132
4 C -0.213
5 F 0.057
6 C 0.075
7 C -0.157
8 C 0.130